# 1
# C24H60N2O9S7

11 unconnected molecules or ions with the total composition C24H60N2O9S7 in a non-equilibrium geometry (ωB97M-V/def2-TZVPD, the OMol25 dataset).

Element x y z (Å)
C (5.124, 1.030, 5.191)
O (4.401, 0.408, 6.247)
H (5.132, 2.073, 5.507)
H (6.147, 0.701, 5.008)
H (4.539, 1.356, 4.331)
H (4.599, -0.531, 6.277)
C (2.037, -4.563, 3.014)
O (2.541, -4.237, 1.689)
H (1.162, -5.212, 3.022)
H (2.880, -4.830, 3.651)
H (1.568, -3.639, 3.354)
H (1.667, -4.136, 1.305)
N (0.101, -6.448, -5.009)
C (-0.643, -6.259, -3.889)
C (0.151, -6.113, -2.816)
C (1.489, -6.028, -3.280)
C (1.404, -6.137, -4.639)
H (-0.220, -6.721, -5.927)
H (-1.700, -6.464, -3.968)
H (-0.146, -5.970, -1.787)
H (2.356, -5.805, -2.676)
H (2.207, -6.060, -5.357)
N (5.039, 3.429, 0.612)
C (5.943, 2.450, 0.654)
C (7.193, 2.916, 1.106)
C (7.038, 4.281, 1.274)
C (5.702, 4.564, 0.986)
H (4.077, 3.299, 0.335)
H (5.811, 1.421, 0.354)
H (8.111, 2.352, 1.185)
H (7.814, 4.983, 1.544)
H (5.249, 5.544, 0.952)
C (-4.880, -3.752, 0.021)
S (-5.495, -2.420, 1.152)
O (-6.986, -2.321, 0.966)
C (-5.018, -2.953, 2.839)
H (-5.265, -3.512, -0.970)
H (-5.180, -4.772, 0.260)
H (-3.800, -3.763, -0.125)
H (-3.972, -3.222, 2.690)
H (-5.640, -3.787, 3.162)
H (-5.193, -2.077, 3.463)
C (-4.249, 6.432, 2.210)
S (-3.775, 4.605, 2.076)
O (-3.644, 4.043, 3.483)
C (-5.444, 4.009, 1.395)
H (-5.081, 6.647, 2.882)
H (-4.544, 6.654, 1.185)
H (-3.439, 7.118, 2.458)
H (-5.596, 2.931, 1.333)
H (-5.472, 4.329, 0.353)
H (-6.201, 4.511, 1.998)
C (-7.246, -1.205, -4.546)
S (-5.836, -1.419, -5.732)
O (-5.964, -0.130, -6.549)
C (-4.445, -1.158, -4.554)
H (-8.198, -1.555, -4.943)
H (-7.333, -0.120, -4.483)
H (-7.095, -1.580, -3.533)
H (-3.636, -0.846, -5.215)
H (-4.079, -2.092, -4.127)
H (-4.762, -0.365, -3.877)
C (2.460, 5.535, -2.799)
S (0.917, 4.986, -1.931)
O (1.374, 4.878, -0.500)
C (0.083, 6.617, -2.068)
H (3.407, 5.021, -2.636)
H (2.665, 6.578, -2.560)
H (2.414, 5.374, -3.876)
H (0.070, 6.914, -3.117)
H (0.521, 7.390, -1.435)
H (-0.974, 6.437, -1.874)
C (0.133, -0.868, -1.543)
S (-0.800, -0.668, 0.069)
O (-0.598, -2.005, 0.781)
C (0.374, 0.411, 1.010)
H (-0.210, -1.737, -2.104)
H (1.203, -1.047, -1.439)
H (-0.096, -0.009, -2.174)
H (0.752, 0.018, 1.954)
H (-0.163, 1.268, 1.416)
H (1.096, 0.861, 0.329)
C (-1.523, -0.145, 6.734)
S (-2.270, -0.392, 8.429)
O (-3.353, -1.449, 8.323)
C (-0.849, -1.372, 8.986)
H (-0.689, 0.557, 6.710)
H (-2.310, 0.044, 6.005)
H (-1.194, -1.125, 6.389)
H (-0.306, -1.925, 8.220)
H (-1.198, -2.196, 9.609)
H (-0.192, -0.755, 9.599)
C (4.437, -0.348, -7.058)
S (4.907, 0.276, -5.371)
O (3.660, 0.599, -4.607)
C (5.450, -1.377, -4.755)
H (3.561, -0.995, -7.011)
H (5.269, -0.654, -7.693)
H (4.060, 0.513, -7.609)
H (5.903, -1.322, -3.765)
H (6.162, -1.794, -5.467)
H (4.543, -1.978, -4.691)

Largest force on an atom ... 3.61 eV Å⁻¹
HOMO level ... -0.2898 hartree
HOMO-LUMO gap ... 7.970 eV

# 2
# C3H7NO2

C3H7NO2 in the gas phase (ωB97M-V/def2-TZVPD, the OMol25 dataset).

Element x y z (Å)
C (1.355, -0.720, 1.021)
C (0.456, 0.033, 0.078)
N (1.045, 0.706, -0.833)
O (0.163, 1.412, -1.681)
C (-1.047, 0.009, 0.297)
O (-1.800, -0.246, -0.882)
H (2.361, -0.300, 0.965)
H (0.997, -0.661, 2.055)
H (1.410, -1.782, 0.751)
H (-0.368, 0.721, -2.108)
H (-1.323, 0.978, 0.736)
H (-1.307, -0.766, 1.027)
H (-2.170, 0.598, -1.168)

Largest force on an atom ... 0.54 eV Å⁻¹
HOMO level ... -0.3484 hartree
HOMO-LUMO gap ... 10.151 eV
Structure (SMILES) ... C/C(CO)=N/O

# 3
# C18H28Br2N3ORhSSi

A molecular structure, C18H28Br2N3ORhSSi (ωB97M-V/def2-TZVPD, the OMol25 dataset).

Element x y z (Å)
Rh (-0.129, 1.386, -1.729)
Br (2.696, 1.679, -2.320)
C (2.294, 3.511, -1.863)
Br (0.369, 3.800, -1.948)
H (2.772, 4.180, -2.569)
H (2.604, 3.692, -0.841)
N (3.917, -1.837, 7.463)
C (3.347, -1.354, 6.591)
C (2.635, -0.749, 5.499)
C (1.336, -0.286, 5.684)
C (0.648, 0.288, 4.628)
C (1.270, 0.403, 3.396)
C (2.568, -0.044, 3.202)
C (3.249, -0.627, 4.255)
N (0.554, 0.999, 2.300)
C (-0.426, 1.961, 2.389)
C (-0.827, 2.230, 1.122)
N (-0.106, 1.433, 0.259)
C (0.719, 0.708, 1.001)
H (0.861, -0.385, 6.650)
H (-0.372, 0.613, 4.778)
H (3.075, 0.084, 2.255)
H (4.264, -0.974, 4.122)
H (-0.735, 2.394, 3.323)
H (-1.563, 2.932, 0.783)
H (1.408, -0.029, 0.630)
C (-3.331, 0.512, -0.631)
Si (-2.502, 1.569, -1.916)
C (-2.993, 3.366, -1.845)
C (-2.623, 0.935, -3.662)
H (-4.350, 0.870, -0.469)
H (-2.817, 0.543, 0.330)
H (-3.388, -0.526, -0.958)
H (-4.085, 3.417, -1.896)
H (-2.611, 3.923, -2.702)
H (-2.703, 3.892, -0.937)
H (-3.689, 0.844, -3.898)
H (-2.173, -0.049, -3.794)
H (-2.198, 1.627, -4.391)
C (2.375, -3.411, -2.191)
C (1.272, -2.501, -2.714)
S (0.361, -1.770, -1.341)
O (-0.451, -0.609, -1.977)
C (-0.883, -3.024, -1.001)
C (-1.843, -3.297, -2.145)
H (2.861, -3.903, -3.032)
H (1.983, -4.195, -1.542)
H (3.130, -2.853, -1.639)
H (0.567, -3.025, -3.359)
H (1.658, -1.642, -3.265)
H (-1.395, -2.665, -0.107)
H (-0.302, -3.905, -0.712)
H (-2.295, -2.377, -2.510)
H (-2.638, -3.944, -1.777)
H (-1.366, -3.810, -2.978)

Largest force on an atom ... 0.59 eV Å⁻¹
HOMO level ... -0.5306 hartree
HOMO-LUMO gap ... 7.384 eV
Charge ... +2

# 4
# C16H14I2N4O2RuS6Sb

A molecular structure, C16H14I2N4O2RuS6Sb in a non-equilibrium geometry (ωB97M-V/def2-TZVPD, the OMol25 dataset).

Element x y z (Å)
Ru (1.950, -0.457, -1.483)
S (6.057, -2.627, -0.187)
Sb (4.364, -2.920, -1.582)
S (3.255, 1.263, -0.331)
S (3.846, -0.671, -2.728)
S (2.247, -2.405, -0.407)
N (-5.268, 3.816, -2.371)
C (-4.171, 2.968, -2.366)
C (-4.167, 1.812, -3.144)
C (-3.106, 0.928, -3.082)
C (-2.032, 1.206, -2.251)
C (-2.011, 2.366, -1.489)
C (-3.075, 3.241, -1.543)
S (-0.679, 0.106, -2.197)
O (0.455, 0.772, -2.871)
O (-1.120, -1.158, -2.710)
N (-0.030, 0.031, -0.718)
C (-0.756, -0.627, 0.286)
N (-2.079, -0.701, 0.156)
C (-2.723, -1.335, 1.126)
C (-2.074, -1.875, 2.225)
C (-0.699, -1.701, 2.269)
N (-0.030, -1.081, 1.309)
H (-5.888, 3.752, -3.159)
H (-5.123, 4.750, -2.028)
H (-5.006, 1.603, -3.796)
H (-3.098, 0.023, -3.673)
H (-1.159, 2.576, -0.856)
H (-3.067, 4.143, -0.943)
H (-3.800, -1.409, 1.019)
H (-2.607, -2.406, 3.000)
H (-0.106, -2.070, 3.100)
S (2.182, 1.427, 1.413)
C (2.876, 0.286, 2.563)
C (2.262, 0.245, 3.817)
C (2.695, -0.652, 4.775)
C (3.742, -1.524, 4.500)
C (4.360, -1.468, 3.262)
C (3.936, -0.566, 2.295)
H (1.438, 0.913, 4.035)
H (2.211, -0.674, 5.745)
H (4.071, -2.238, 5.244)
H (5.176, -2.135, 3.019)
H (4.433, -0.534, 1.336)
I (2.124, -1.864, -4.374)
I (0.194, -3.126, -6.202)

Largest force on an atom ... 1.04 eV Å⁻¹
HOMO level (spin up / spin down) ... -0.1651 / -0.1928 hartree
HOMO-LUMO gap (spin up / spin down) ... 6.056 / 5.312 eV
2S+1 ... 5
⟨S²⟩ ... 6.045
Charge ... -1

# 5
# C2H3ClO2

2 unconnected molecules or ions with the total composition C2H3ClO2 in a non-equilibrium geometry (ωB97M-V/def2-TZVPD, the OMol25 dataset).

Element x y z (Å)
C (-0.509, -0.533, -0.358)
C (-0.526, 0.957, 0.731)
O (-0.734, -0.398, 1.012)
O (-0.606, 0.743, -0.597)
Cl (2.558, 0.125, -0.478)
H (-0.659, -1.460, -1.003)
H (2.691, 1.152, 0.286)
H (-0.841, 1.766, 1.251)

Largest force on an atom ... 4.04 eV Å⁻¹
HOMO level (spin up / spin down) ... -0.2789 / -0.2789 hartree
HOMO-LUMO gap (spin up / spin down) ... 8.335 / 8.336 eV
Structure (SMILES) ... O1[C@H]2O[C@@H]12.Cl

# 6
# C16H19Cl2N3O9Pt

A molecular structure, C16H19Cl2N3O9Pt in a non-equilibrium geometry (ωB97M-V/def2-TZVPD, the OMol25 dataset).

Element x y z (Å)
C (-0.833, 0.734, -2.092)
C (-1.649, -0.369, -1.802)
C (-0.858, -1.456, -1.406)
C (-3.113, -0.413, -2.042)
C (0.532, -1.046, -1.405)
C (0.554, 0.344, -1.903)
C (1.683, 0.893, -2.689)
C (-1.281, 2.021, -2.648)
C (-1.342, -2.829, -1.174)
C (1.702, -1.946, -1.540)
Pt (0.833, 0.327, 0.245)
Cl (-4.116, 0.619, 0.997)
Cl (-0.165, 3.231, 0.304)
O (3.350, 0.660, 0.780)
H (-3.587, 0.512, -1.698)
H (-3.571, -1.213, -1.454)
H (-3.340, -0.570, -3.109)
H (-2.182, -2.833, -0.467)
H (-0.549, -3.462, -0.763)
H (-1.694, -3.283, -2.114)
H (1.549, -2.854, -0.950)
H (2.586, -1.432, -1.150)
H (1.891, -2.238, -2.581)
H (2.620, 0.418, -2.385)
H (1.751, 1.973, -2.513)
H (1.536, 0.721, -3.765)
H (-2.238, 2.307, -2.191)
H (-1.429, 1.965, -3.739)
H (-0.556, 2.812, -2.429)
H (3.209, 0.590, 1.746)
O (1.107, 2.179, -0.108)
H (3.192, 1.606, 0.628)
O (-0.764, -0.485, 8.047)
N (-0.992, -1.120, 6.996)
O (-1.593, -2.213, 6.986)
C (-0.525, -0.567, 5.742)
C (0.187, 0.643, 5.758)
C (0.774, 1.072, 4.584)
C (0.553, 0.415, 3.315)
O (0.948, 1.012, 2.254)
C (-0.152, -0.836, 3.357)
C (-0.719, -1.287, 4.550)
N (-0.218, -1.691, 2.206)
O (-0.970, -2.678, 2.214)
O (0.637, -1.546, 1.238)
N (1.609, 2.271, 4.566)
O (1.314, 3.167, 5.384)
O (2.583, 2.342, 3.800)
H (0.296, 1.223, 6.672)
H (-1.271, -2.221, 4.551)

Largest force on an atom ... 3.11 eV Å⁻¹
HOMO level (spin up / spin down) ... -0.0174 / -0.0650 hartree
HOMO-LUMO gap (spin up / spin down) ... 4.632 / 4.366 eV
2S+1 ... 5
⟨S²⟩ ... 6.061
Charge ... -2

# 7
# C3H7NO

C3H7NO in the gas phase (ωB97M-V/def2-TZVPD, the OMol25 dataset).

Element x y z (Å)
C (0.444, 0.436, -1.406)
N (0.519, 0.986, -0.054)
C (-0.632, 0.496, 0.625)
O (-1.723, 0.983, 0.460)
C (-0.365, -0.846, 1.247)
H (0.285, -0.676, -1.379)
H (1.364, 0.657, -1.950)
H (-0.416, 0.882, -1.909)
H (1.366, 0.644, 0.393)
H (-0.163, -1.442, 0.328)
H (-1.217, -1.266, 1.780)
H (0.539, -0.854, 1.865)

Largest force on an atom ... 0.85 eV Å⁻¹
HOMO level ... -0.3562 hartree
HOMO-LUMO gap ... 10.565 eV
Structure (SMILES) ... CNC(C)=O

# 8
# C8H13N4

A gas-phase ion, C8H13N4 (charge +1) in a non-equilibrium geometry (ωB97M-V/def2-TZVPD, the OMol25 dataset).

Element x y z (Å)
C (0.994, 0.050, -0.200)
C (-0.125, -0.887, -0.558)
C (-0.854, 0.833, 0.697)
C (2.472, -1.398, -1.135)
C (1.287, -2.123, -1.875)
C (-1.800, 1.634, 1.422)
C (1.206, 2.136, 1.024)
C (-2.531, -0.875, 0.127)
N (2.188, -0.057, -0.581)
N (-0.063, -1.864, -1.370)
N (0.438, 1.036, 0.531)
N (-1.236, -0.316, 0.078)
H (2.574, -1.941, -0.265)
H (3.411, -1.247, -1.535)
H (1.218, -1.840, -2.977)
H (1.530, -3.089, -1.710)
H (-2.531, 2.183, 0.685)
H (-1.467, 2.465, 1.992)
H (-2.338, 1.017, 2.016)
H (2.187, 2.314, 0.552)
H (0.691, 3.178, 0.746)
H (1.263, 2.142, 2.049)
H (-3.036, -0.568, -0.713)
H (-3.224, -0.810, 1.083)
H (-2.255, -1.973, -0.082)

Largest force on an atom ... 5.11 eV Å⁻¹
HOMO level ... -0.4830 hartree
HOMO-LUMO gap ... 8.545 eV
Structure (SMILES) ... Cc1n(C)c2c([n+]1C)=NCCN=2
Charge ... +1